242
Properties=species:S:1:pos:R:3 method="wB97M-V/def2-TZVPD" energy_ev=-139623.5225 lumo_energy_ev=0.24 homo_ev=-8.108 gap_ha=0.30660
C 22.489 10.014 19.555
C 21.035 10.401 19.828
N 20.188 10.339 18.575
C 20.027 9.009 18.035
C 19.329 7.997 18.867
C 18.940 11.029 18.847
C 18.159 11.367 17.493
H 22.928 10.746 18.873
H 22.646 9.033 19.106
H 23.184 10.119 20.400
H 20.645 9.636 20.549
H 21.025 11.385 20.280
H 19.666 9.145 17.038
H 21.051 8.633 17.774
H 19.779 7.920 19.859
H 18.370 8.503 19.079
H 19.348 7.037 18.397
H 19.162 11.980 19.383
H 18.347 10.365 19.587
H 17.978 10.422 16.944
H 18.715 12.064 16.900
H 17.206 11.804 17.783
C 12.011 11.966 7.883
C 12.193 12.631 9.237
N 13.489 13.295 9.245
C 13.651 13.965 10.565
C 15.116 14.333 10.846
C 13.791 14.205 8.099
C 12.854 15.440 8.012
H 12.055 12.729 7.069
H 11.093 11.382 7.999
H 12.681 11.136 7.649
H 11.352 13.344 9.326
H 12.103 11.997 10.141
H 13.057 14.942 10.630
H 13.216 13.312 11.317
H 15.817 13.488 11.028
H 15.602 14.847 9.968
H 15.041 14.998 11.736
H 13.804 13.688 7.196
H 14.812 14.555 8.163
H 13.202 16.117 7.289
H 12.861 16.016 8.923
H 11.806 15.116 7.796
C 19.005 13.069 9.521
C 18.952 11.556 9.660
N 18.782 11.060 11.011
C 19.940 11.225 11.975
C 21.145 10.404 11.556
C 17.527 11.419 11.633
C 16.298 11.109 10.661
H 19.923 13.498 10.005
H 18.087 13.599 9.912
H 19.069 13.326 8.449
H 18.146 11.162 9.023
H 19.865 11.097 9.290
H 20.178 12.251 12.159
H 19.621 10.945 12.995
H 21.493 10.652 10.537
H 21.982 10.485 12.253
H 20.866 9.304 11.583
H 17.422 12.469 11.866
H 17.376 10.907 12.598
H 16.347 10.070 10.342
H 16.381 11.735 9.805
H 15.294 11.337 11.112
C 19.848 15.252 12.932
C 18.680 16.103 12.448
N 19.007 17.386 11.818
C 19.460 18.386 12.807
C 19.998 19.598 12.160
C 17.798 17.879 10.978
C 17.452 17.044 9.765
H 20.583 15.007 12.118
H 19.506 14.310 13.249
H 20.416 15.733 13.810
H 18.218 15.479 11.673
H 18.085 16.188 13.392
H 18.623 18.736 13.507
H 20.198 17.855 13.448
H 20.377 20.309 12.897
H 20.841 19.391 11.518
H 19.256 19.990 11.557
H 18.118 18.828 10.609
H 16.911 18.050 11.617
H 18.204 16.347 9.397
H 17.205 17.700 8.980
H 16.611 16.411 9.948
C 17.974 16.786 16.607
C 17.130 17.833 17.221
N 16.973 19.060 16.387
C 18.189 19.828 16.616
C 18.260 20.978 15.641
C 15.809 19.861 16.802
C 15.738 20.362 18.270
H 18.905 17.113 16.208
H 17.510 16.429 15.631
H 18.185 16.000 17.375
H 16.079 17.465 17.347
H 17.487 18.200 18.185
H 18.206 20.197 17.638
H 19.043 19.188 16.433
H 19.297 21.316 15.407
H 17.745 20.603 14.741
H 17.720 21.847 15.984
H 14.971 19.210 16.537
H 15.709 20.774 16.226
H 15.853 19.511 18.998
H 14.844 20.917 18.461
H 16.486 21.137 18.478
C 14.482 10.229 17.644
C 15.319 9.472 18.671
C 14.500 8.433 19.543
O 15.386 7.318 19.634
C 16.191 7.384 18.537
O 16.864 6.498 18.228
O 16.117 8.537 17.941
H 14.310 9.565 16.751
H 15.104 11.094 17.209
H 13.542 10.653 18.044
H 15.921 10.159 19.316
H 13.636 8.254 18.928
H 14.243 8.719 20.573
C 13.326 12.662 24.413
C 13.653 13.869 23.593
C 14.817 14.677 24.097
O 15.982 14.244 23.357
C 15.614 13.453 22.322
O 16.372 13.014 21.515
O 14.273 13.345 22.267
H 12.641 11.908 23.933
H 12.825 12.930 25.385
H 14.240 12.131 24.762
H 12.781 14.417 23.370
H 14.968 14.416 25.140
H 14.716 15.741 23.991
C 10.166 15.654 12.010
C 10.258 14.337 12.713
C 11.522 14.175 13.538
O 11.162 14.953 14.707
C 9.835 14.683 14.901
O 9.229 14.896 15.926
O 9.276 14.244 13.772
H 10.585 15.529 11.004
H 10.647 16.469 12.609
H 9.123 15.911 11.849
H 10.048 13.462 12.109
H 12.481 14.448 13.112
H 11.587 13.141 13.839
C 14.578 16.462 14.708
C 13.635 17.310 13.866
C 13.927 18.788 13.687
O 13.953 19.046 12.243
C 13.732 17.934 11.580
O 13.695 17.807 10.412
O 13.638 16.890 12.451
H 15.597 16.476 14.254
H 14.165 15.457 14.780
H 14.728 16.875 15.732
H 12.680 17.082 14.333
H 14.910 18.970 14.139
H 13.175 19.457 14.133
C 19.320 16.264 20.040
C 18.035 15.920 20.733
C 18.137 16.301 22.203
O 16.904 16.985 22.509
C 16.131 17.009 21.392
O 14.999 17.366 21.378
O 16.869 16.679 20.313
H 20.107 16.092 20.728
H 19.473 17.325 19.777
H 19.549 15.653 19.141
H 17.779 14.920 20.373
H 18.912 16.988 22.461
H 18.202 15.371 22.807
C 8.894 14.851 18.990
C 9.809 14.362 20.055
C 9.127 13.241 20.916
O 10.133 12.272 20.961
C 11.017 12.438 19.999
O 11.859 11.655 19.773
O 10.909 13.643 19.447
H 8.075 15.374 19.433
H 8.487 14.012 18.411
H 9.422 15.490 18.240
H 10.337 15.099 20.670
H 8.250 12.757 20.446
H 8.991 13.607 21.938
C 22.243 15.001 15.549
C 21.488 14.173 16.573
C 22.285 12.864 16.969
O 22.708 13.156 18.294
C 22.120 14.313 18.743
O 22.326 14.652 19.882
O 21.311 14.854 17.810
H 21.877 16.006 15.362
H 22.178 14.493 14.571
H 23.289 14.966 15.801
H 20.533 13.886 16.189
H 23.138 12.786 16.321
H 21.621 12.015 17.036
C 11.646 20.343 21.452
C 12.729 19.200 21.621
C 13.256 19.079 23.095
O 12.902 17.743 23.403
C 12.203 17.188 22.394
O 11.703 16.085 22.507
O 12.172 17.974 21.309
H 10.700 19.982 21.852
H 11.495 20.701 20.464
H 12.104 21.131 22.037
H 13.645 19.285 20.980
H 12.733 19.776 23.724
H 14.319 19.210 23.208
O 10.412 18.403 14.030
C 9.692 18.547 15.003
O 10.145 18.542 16.277
C 11.530 18.362 16.607
C 11.564 18.264 18.109
C 8.219 18.575 14.790
H 12.051 19.277 16.207
H 11.836 17.443 16.125
H 12.572 18.532 18.432
H 11.403 17.188 18.439
H 10.926 19.069 18.623
H 7.779 19.478 15.145
H 7.699 17.751 15.199
H 8.071 18.549 13.665
O 13.701 12.908 15.286
C 14.810 13.374 15.503
O 15.148 14.094 16.579
C 13.987 14.184 17.464
C 14.376 14.981 18.664
C 15.945 13.246 14.559
H 13.700 13.148 17.786
H 13.224 14.713 16.893
H 13.550 14.866 19.393
H 14.566 16.060 18.450
H 15.224 14.499 19.167
H 16.815 13.778 14.942
H 15.734 13.540 13.553
H 16.192 12.163 14.599

---

35
Properties=species:S:1:pos:R:3 method="wB97M-V/def2-TZVPD" spin_multiplicity=2 energy_ev=-100760.3402 total_charge=+3 lumo_energy_ev="-12.71 / -13.94" homo_ev="-19.077 / -18.281" gap_ha="0.23395 / 0.15961"
Re 0.868 -0.939 -0.502
C 1.367 -0.430 5.227
S 1.316 -1.817 4.096
C 1.179 -1.209 2.536
S 1.170 -2.422 1.244
N 1.140 0.107 2.338
N 1.058 0.391 1.023
C 1.246 1.658 0.703
C 1.304 1.958 -0.691
C 1.600 3.214 -1.168
C 1.755 3.395 -2.549
C 1.609 2.312 -3.390
C 1.283 1.063 -2.853
N 1.123 0.875 -1.532
H 0.963 -0.814 6.167
H 0.778 0.404 4.856
H 2.415 -0.144 5.371
H 1.390 2.398 1.484
H 1.728 4.039 -0.476
H 1.994 4.375 -2.948
H 1.734 2.413 -4.462
H 1.135 0.207 -3.496
C -1.981 -1.701 -2.597
As -1.587 -1.449 -0.733
C -2.732 -0.063 -0.083
C -2.104 -3.059 0.162
H -3.039 -1.945 -2.659
H -1.402 -2.525 -3.002
H -1.794 -0.787 -3.152
H -3.755 -0.418 -0.178
H -2.606 0.841 -0.672
H -2.514 0.128 0.964
H -3.093 -3.329 -0.199
H -2.142 -2.869 1.228
H -1.405 -3.859 -0.060

---

What did the second record say?
35
Properties=species:S:1:pos:R:3 method="wB97M-V/def2-TZVPD" spin_multiplicity=2 energy_ev=-100760.3402 total_charge=+3 lumo_energy_ev="-12.71 / -13.94" homo_ev="-19.077 / -18.281" gap_ha="0.23395 / 0.15961"
Re 0.868 -0.939 -0.502
C 1.367 -0.430 5.227
S 1.316 -1.817 4.096
C 1.179 -1.209 2.536
S 1.170 -2.422 1.244
N 1.140 0.107 2.338
N 1.058 0.391 1.023
C 1.246 1.658 0.703
C 1.304 1.958 -0.691
C 1.600 3.214 -1.168
C 1.755 3.395 -2.549
C 1.609 2.312 -3.390
C 1.283 1.063 -2.853
N 1.123 0.875 -1.532
H 0.963 -0.814 6.167
H 0.778 0.404 4.856
H 2.415 -0.144 5.371
H 1.390 2.398 1.484
H 1.728 4.039 -0.476
H 1.994 4.375 -2.948
H 1.734 2.413 -4.462
H 1.135 0.207 -3.496
C -1.981 -1.701 -2.597
As -1.587 -1.449 -0.733
C -2.732 -0.063 -0.083
C -2.104 -3.059 0.162
H -3.039 -1.945 -2.659
H -1.402 -2.525 -3.002
H -1.794 -0.787 -3.152
H -3.755 -0.418 -0.178
H -2.606 0.841 -0.672
H -2.514 0.128 0.964
H -3.093 -3.329 -0.199
H -2.142 -2.869 1.228
H -1.405 -3.859 -0.060

---

What did the second record say?
35
Properties=species:S:1:pos:R:3 method="wB97M-V/def2-TZVPD" spin_multiplicity=2 energy_ev=-100760.3402 total_charge=+3 lumo_energy_ev="-12.71 / -13.94" homo_ev="-19.077 / -18.281" gap_ha="0.23395 / 0.15961"
Re 0.868 -0.939 -0.502
C 1.367 -0.430 5.227
S 1.316 -1.817 4.096
C 1.179 -1.209 2.536
S 1.170 -2.422 1.244
N 1.140 0.107 2.338
N 1.058 0.391 1.023
C 1.246 1.658 0.703
C 1.304 1.958 -0.691
C 1.600 3.214 -1.168
C 1.755 3.395 -2.549
C 1.609 2.312 -3.390
C 1.283 1.063 -2.853
N 1.123 0.875 -1.532
H 0.963 -0.814 6.167
H 0.778 0.404 4.856
H 2.415 -0.144 5.371
H 1.390 2.398 1.484
H 1.728 4.039 -0.476
H 1.994 4.375 -2.948
H 1.734 2.413 -4.462
H 1.135 0.207 -3.496
C -1.981 -1.701 -2.597
As -1.587 -1.449 -0.733
C -2.732 -0.063 -0.083
C -2.104 -3.059 0.162
H -3.039 -1.945 -2.659
H -1.402 -2.525 -3.002
H -1.794 -0.787 -3.152
H -3.755 -0.418 -0.178
H -2.606 0.841 -0.672
H -2.514 0.128 0.964
H -3.093 -3.329 -0.199
H -2.142 -2.869 1.228
H -1.405 -3.859 -0.060